No. 1
C6H15NO | wB97M-V/def2-TZVPD

```
! RIJCOSX wB97M-V def2-TZVPD def2/J DEFGRID3
* xyz 0 1
C -1.120 -1.014 -2.248
C -1.470 0.035 -1.223
C -2.938 0.414 -1.121
C -1.054 -0.639 0.205
C 0.461 -0.793 0.278
N 1.092 -0.063 1.400
C 2.105 0.898 0.932
O 3.003 1.201 1.998
H -0.092 -1.397 -2.277
H -1.727 -1.911 -2.173
H -1.194 -0.619 -3.275
H -0.707 0.818 -1.189
H -3.185 1.281 -1.752
H -3.611 -0.386 -1.431
H -3.145 0.803 -0.127
H -1.510 -1.628 0.233
H -1.453 0.012 0.993
H 1.061 -0.615 -0.624
H 0.712 -1.876 0.312
H 0.351 0.415 1.892
H 1.655 1.887 0.816
H 2.664 0.455 0.116
H 3.301 0.403 2.433
*
```

Calculated values
- Calculated total energy: -10001.6463 eV
- SMILES: CC(C)CCNCO
- Energy above the lowest of the compared OMol25 structures with the same formula, charge and spin: 203.7 kJ/mol

Here are the natural (NBO) charges for atoms 1 to 6, given in e:
1 C -0.62
2 C -0.21
3 C -0.62
4 C -0.40
5 C -0.25
6 N -0.64

No. 2
C6H15NO | wB97M-V/def2-TZVPD

```
! RIJCOSX wB97M-V def2-TZVPD def2/J DEFGRID3
* xyz 0 1
C -1.209 -0.395 -2.924
C -0.869 -0.470 -1.440
C 0.133 0.597 -1.013
C -0.035 0.773 0.497
C -1.210 1.379 1.181
C 1.076 0.497 1.245
N 1.172 0.626 2.636
H -2.062 0.208 -3.165
H -0.324 0.116 -3.495
H -1.498 -1.401 -3.313
H -0.460 -1.463 -1.198
H -1.750 -0.396 -0.829
H 1.130 0.585 -1.398
H -0.038 1.599 -1.467
H -0.839 1.944 2.003
H -2.016 0.704 1.447
H -1.525 2.108 0.367
H 2.092 0.149 1.039
H 0.341 0.901 3.110
H 1.853 0.098 3.136
O 2.097 -2.813 1.555
H 1.742 -3.396 0.879
H 2.199 -1.950 1.147
*
```

Calculated values
- Calculated total energy: -10001.3848 eV
- SMILES: CCC/C(C)=C/N.O
- Energy above the lowest of the compared OMol25 structures with the same formula, charge and spin: 228.9 kJ/mol

Here are the natural (NBO) charges for atoms 1 to 6, given in e:
1 C -0.61
2 C -0.40
3 C -0.42
4 C -0.10
5 C -0.65
6 C 0.01

No. 3
C6H15NO | wB97M-V/def2-TZVPD

```
! RIJCOSX wB97M-V def2-TZVPD def2/J DEFGRID3
* xyz 0 1
C 1.108 -1.867 -1.243
C 1.317 -0.639 -0.322
N 0.017 -0.334 0.316
C 0.153 -0.087 1.752
C -0.865 0.794 2.524
C -0.677 0.862 -0.278
C -0.654 1.097 -1.778
O -1.598 0.245 -2.445
H 0.350 -2.538 -0.816
H 0.707 -1.640 -2.224
H 1.996 -2.477 -1.379
H 2.043 -0.926 0.438
H 1.752 0.190 -0.868
H 1.120 0.425 1.954
H 0.337 -1.030 2.287
H -1.877 0.564 2.258
H -0.731 1.865 2.570
H -0.771 0.436 3.555
H -1.733 0.943 0.039
H -0.246 1.709 0.279
H 0.378 0.944 -2.104
H -0.917 2.094 -2.120
H -1.211 -0.630 -2.397
*
```

Calculated values
- Calculated total energy: -10001.4204 eV
- SMILES: CCN(CC)CCO
- Energy above the lowest of the compared OMol25 structures with the same formula, charge and spin: 225.5 kJ/mol

Here are the natural (NBO) charges for atoms 1 to 6, given in e:
1 C -0.62
2 C -0.23
3 N -0.45
4 C -0.21
5 C -0.63
6 C -0.25

No. 4
C6H15NO | wB97M-V/def2-TZVPD

```
! RIJCOSX wB97M-V def2-TZVPD def2/J DEFGRID3
* xyz 0 1
C -0.270 2.422 -1.008
C 0.741 1.461 -1.667
C 1.113 0.295 -0.773
C 1.571 0.443 0.457
N 1.632 -0.518 1.524
C 0.885 -1.762 1.278
C -0.611 -1.464 1.376
H -0.758 3.083 -1.710
H 0.204 3.082 -0.272
H -1.066 1.908 -0.438
H 0.345 1.122 -2.624
H 1.592 2.117 -1.858
H 0.703 -0.608 -1.186
H 1.906 1.390 0.875
H 1.325 0.047 2.307
H 1.240 -2.586 1.898
H 1.228 -2.145 0.316
H -1.023 -1.196 2.343
H -0.922 -0.716 0.662
H -1.132 -2.366 1.016
O -2.700 -1.476 -1.144
H -2.357 -1.179 -0.296
H -3.647 -1.354 -1.075
*
```

Calculated values
- Calculated total energy: -10001.5800 eV
- SMILES: CC/C=C/NCC.O
- Energy above the lowest of the compared OMol25 structures with the same formula, charge and spin: 210.1 kJ/mol

Here are the natural (NBO) charges for atoms 1 to 6, given in e:
1 C -0.60
2 C -0.42
3 C -0.31
4 C 0.00
5 N -0.61
6 C -0.23

No. 5
C6H15NO | wB97M-V/def2-TZVPD

```
! RIJCOSX wB97M-V def2-TZVPD def2/J DEFGRID3
* xyz 0 1
C -0.988 -2.352 0.300
C -1.414 -0.848 0.139
C -2.315 -0.533 1.375
C -0.185 0.029 0.305
N 0.893 -0.312 -0.669
C 1.967 0.615 -0.789
C 1.662 2.068 -1.207
O 1.521 2.973 -0.133
H -1.860 -2.965 0.095
H -0.674 -2.478 1.328
H -0.109 -2.508 -0.323
H -1.923 -0.755 -0.816
H -2.754 0.456 1.277
H -1.639 -0.542 2.227
H -3.071 -1.294 1.529
H -0.394 1.071 0.058
H 0.299 -0.068 1.279
H 0.583 -0.733 -1.510
H 2.577 0.681 0.120
H 2.673 0.214 -1.529
H 0.683 2.109 -1.705
H 2.388 2.384 -1.957
H 2.079 2.790 0.605
*
```

Calculated values
- Calculated total energy: -10001.9541 eV
- SMILES: CC(C)CNCCO
- Energy above the lowest of the compared OMol25 structures with the same formula, charge and spin: 174.0 kJ/mol

Here are the natural (NBO) charges for atoms 1 to 6, given in e:
1 C -0.61
2 C -0.22
3 C -0.60
4 C -0.22
5 N -0.65
6 C -0.24

No. 6
C6H15NO | wB97M-V/def2-TZVPD

```
! RIJCOSX wB97M-V def2-TZVPD def2/J DEFGRID3
* xyz 0 1
C -0.894 0.809 -2.034
O -3.121 1.055 -0.538
C 0.072 0.772 -1.123
C -0.325 0.751 0.343
C 0.790 1.270 1.237
C -0.793 -0.726 0.721
C 0.280 -1.723 0.817
N 2.445 -0.957 -0.297
H -1.957 0.809 -1.640
H -0.717 0.775 -3.104
H -4.033 1.010 -0.849
H 1.127 0.845 -1.384
H -1.239 1.342 0.359
H 0.571 2.109 1.903
H 1.230 0.543 1.928
H 1.672 1.595 0.681
H -1.427 -0.946 -0.127
H -1.283 -0.619 1.688
H 0.547 -1.922 1.859
H 1.347 -1.383 0.262
H 0.157 -2.731 0.424
H 2.259 -1.317 -1.234
H 3.291 -1.361 0.110
*
```

Calculated values
- Calculated total energy: -9994.1790 eV
- Energy above the lowest of the compared OMol25 structures with the same formula, charge and spin: 924.1 kJ/mol

Here are the natural (NBO) charges for atoms 1 to 6, given in e:
1 C -0.35
2 O -1.06
3 C -0.24
4 C -0.24
5 C -0.63
6 C -0.44

No. 7
C6H15NO | wB97M-V/def2-TZVPD

```
! RIJCOSX wB97M-V def2-TZVPD def2/J DEFGRID3
* xyz 0 1
C 2.608 1.496 0.745
C 1.651 0.783 1.309
C 0.894 1.395 2.510
C 1.099 -0.478 0.787
C -0.092 -0.449 -0.225
C 0.437 -0.327 -1.638
N 0.749 -1.683 -2.243
H 3.324 1.143 -0.008
H 3.050 2.475 0.973
H -0.019 1.821 2.072
H 1.520 2.032 3.110
H 0.525 0.551 3.090
H 1.928 -1.048 0.324
H 0.872 -1.261 1.530
H -0.820 0.235 0.214
H -0.463 -1.476 -0.131
H -0.327 0.010 -2.341
H 1.328 0.269 -1.813
H 0.514 -2.430 -1.591
H 0.066 -1.882 -2.974
O -6.109 -0.470 -1.140
H -6.110 -0.592 -2.096
H -6.625 -0.112 -0.464
*
```

Calculated values
- Calculated total energy: -10000.4640 eV
- SMILES: C=C(C)CCCN.O
- Energy above the lowest of the compared OMol25 structures with the same formula, charge and spin: 317.7 kJ/mol

Here are the natural (NBO) charges for atoms 1 to 6, given in e:
1 C -0.42
2 C 0.02
3 C -0.64
4 C -0.45
5 C -0.41
6 C -0.23

No. 8
C6H15NO | wB97M-V/def2-TZVPD

```
! RIJCOSX wB97M-V def2-TZVPD def2/J DEFGRID3
* xyz 1 2
C -0.453 2.486 -0.651
C -1.319 1.137 -0.523
C -0.700 -0.164 -1.267
C 0.533 -0.835 -0.705
C 1.781 -0.344 -0.875
C -0.984 -1.950 0.778
N 0.327 -2.041 0.143
H -0.735 2.948 -1.602
H -0.772 3.149 0.140
H 0.696 2.311 -0.553
H -1.644 1.072 0.518
H -2.295 1.294 -0.867
H -0.584 0.231 -2.365
H -1.691 -0.744 -1.438
H 2.760 -0.848 -0.530
H 1.976 0.570 -1.293
H -1.180 -0.867 1.105
H -0.924 -2.485 1.673
H -1.869 -2.345 0.203
H 1.082 -2.261 0.902
H 1.956 0.112 3.196
H 1.992 0.055 1.572
O 2.046 -0.479 2.439
*
```

Calculated values
- Calculated total energy: -9992.5644 eV
- Expectation value of S²: 0.776
- Energy above the lowest of the compared OMol25 structures with the same formula, charge and spin: 258.1 kJ/mol

Here are the natural (NBO) charges for atoms 1 to 6, given in e:
1 C -0.61
2 C -0.39
3 C -0.54
4 C 0.21
5 C -0.21
6 C -0.46

No. 9
C6H15NO10S2Ti | wB97M-V/def2-TZVPD

```
! RIJCOSX wB97M-V def2-TZVPD def2/J DEFGRID3
* xyz -3 4
Ti -0.873 -0.759 1.217
S -3.393 -3.696 0.892
O -3.697 -5.067 1.307
O -2.276 -3.555 -0.008
O -4.576 -3.085 0.326
O -3.166 -2.865 2.080
S -3.564 1.631 -0.214
O -4.948 1.181 -0.305
O -3.472 3.047 -0.435
O -3.288 1.346 1.164
O -2.672 0.814 -1.022
C 0.110 3.025 -3.285
O 0.960 2.179 -2.592
C 1.128 2.563 -1.288
C 2.178 1.726 -0.585
N 1.649 0.445 -0.235
C 2.806 -0.407 0.238
C 2.169 -1.595 0.975
O 1.681 -1.232 2.243
C 1.050 -2.325 2.919
H -0.104 2.584 -4.258
H 0.556 4.010 -3.420
H -0.875 3.163 -2.839
H 0.222 2.457 -0.690
H 1.571 3.556 -1.215
H 2.583 2.207 0.305
H 3.057 1.590 -1.215
H 1.293 0.010 -1.074
H 3.562 0.079 0.854
H 3.384 -0.723 -0.630
H 2.904 -2.394 1.073
H 1.380 -2.033 0.365
H 0.592 -1.996 3.852
H 1.775 -3.085 3.213
H 0.296 -2.792 2.287
*
```

Calculated values
- Calculated total energy: -73206.2115 eV
- Expectation value of S²: 3.753

Here are the natural (NBO) charges for atoms 1 to 6, given in e:
1 Ti 0.83
2 S 2.61
3 O -1.13
4 O -1.12
5 O -1.11
6 O -1.15

No. 10
C6H15NO2 | wB97M-V/def2-TZVPD

```
! RIJCOSX wB97M-V def2-TZVPD def2/J DEFGRID3
* xyz 0 1
C -2.016 0.866 0.248
C -1.280 1.553 1.360
C -1.915 -1.064 0.639
C -1.544 1.140 -1.123
H -3.096 0.873 0.366
H -0.632 0.511 -1.288
H -0.209 1.380 1.268
H -1.623 1.230 2.341
H -1.462 2.630 1.280
H -1.230 -1.823 1.033
H -2.516 -0.950 1.541
H -2.594 -1.466 -0.112
H -1.200 2.169 -1.241
H -2.276 0.872 -1.883
C 3.194 -1.517 -1.028
C 2.599 -0.418 -0.217
O 0.465 -0.969 -0.712
O 3.519 0.366 0.412
N 1.368 -0.146 -0.048
H -0.636 -0.909 -0.087
H 3.035 1.036 0.916
H 3.678 -2.243 -0.370
H 2.411 -2.006 -1.603
H 3.960 -1.115 -1.691
*
```

Calculated values
- Calculated total energy: -12045.8580 eV
- Energy above the lowest of the compared OMol25 structures with the same formula, charge and spin: 535.8 kJ/mol

Here are the natural (NBO) charges for atoms 1 to 6, given in e:
1 C 0.02
2 C -0.67
3 C -0.89
4 C -0.71
5 H 0.20
6 H 0.28

No. 11
C6H15NO2 | wB97M-V/def2-TZVPD

```
! RIJCOSX wB97M-V def2-TZVPD def2/J DEFGRID3
* xyz 0 1
C 1.723 -0.357 -2.052
C 1.212 0.862 -1.301
O 1.761 2.021 -1.912
C -0.301 1.031 -1.391
O -0.936 1.757 -0.671
H 2.807 -0.323 -2.084
H 1.351 -0.350 -3.074
H 1.408 -1.268 -1.552
H 1.514 0.810 -0.244
H 1.461 2.800 -1.431
H -0.766 0.547 -2.271
C -2.183 -1.066 0.976
C -0.708 -1.267 0.626
N 0.266 -0.762 1.579
C -0.033 0.533 2.173
H -2.439 -0.014 0.952
H -2.799 -1.584 0.252
H -2.409 -1.460 1.963
H -0.524 -0.767 -0.334
H -0.501 -2.332 0.488
H 0.387 -1.437 2.329
H -0.896 0.517 2.856
H -0.237 1.255 1.390
H 0.844 0.853 2.733
*
```

Calculated values
- Calculated total energy: -12049.2796 eV
- SMILES: C[C@@H](O)C=O.CCNC
- Energy above the lowest of the compared OMol25 structures with the same formula, charge and spin: 205.7 kJ/mol

Here are the natural (NBO) charges for atoms 1 to 6, given in e:
1 C -0.63
2 C -0.02
3 O -0.70
4 C 0.42
5 O -0.53
6 H 0.23

No. 12
C6H15NO2 | wB97M-V/def2-TZVPD

```
! RIJCOSX wB97M-V def2-TZVPD def2/J DEFGRID3
* xyz 0 1
H 1.661 0.358 1.950
N 1.263 -0.715 2.378
C 1.763 -1.165 1.356
C 2.091 -2.461 0.725
O 2.352 0.128 0.633
H 3.173 -2.583 0.669
H 1.659 -3.254 1.332
H 1.686 -2.498 -0.288
H 2.052 0.138 -0.296
C -2.198 0.646 0.720
C -1.016 0.988 -0.187
C -1.305 2.212 -1.056
C -0.657 -0.219 -1.048
O 0.618 0.006 -1.671
H -2.461 1.504 1.339
H -1.954 -0.184 1.384
H -3.078 0.376 0.130
H -0.151 1.202 0.447
H -1.497 3.088 -0.436
H -2.189 2.043 -1.677
H -0.461 2.431 -1.709
H -1.432 -0.375 -1.808
H -0.605 -1.122 -0.428
H 0.687 -0.542 -2.458
*
```

Calculated values
- Calculated total energy: -12048.4221 eV
- SMILES: [H]/N=C(/C)O.CC(C)CO
- Energy above the lowest of the compared OMol25 structures with the same formula, charge and spin: 288.4 kJ/mol

Here are the natural (NBO) charges for atoms 1 to 6, given in e:
1 H 0.43
2 N -0.63
3 C 0.50
4 C -0.70
5 O -0.84
6 H 0.25